A single C13H12NP molecule at a distorted geometry, computed with the ωB97M-V functional and the def2-TZVPD basis.

XYZ file:
```
27
Properties=species:S:1:pos:R:3:lowdin_charge:R:1
H 1.370 1.378 -1.273 0.05
N 0.520 1.145 -1.737 0.13
C 0.301 -0.195 -1.640 -0.38
C 1.194 -1.235 -1.933 -0.05
C 0.715 -2.476 -2.304 -0.11
C -0.658 -2.728 -2.279 -0.10
C -1.523 -1.805 -1.676 -0.13
C -1.107 -0.528 -1.427 -0.46
P -2.187 0.758 -0.887 0.94
C -1.076 1.887 -0.005 -0.22
C -0.326 1.391 1.130 -0.32
C 0.568 2.274 1.790 -0.05
C 1.239 1.836 2.888 -0.06
C 1.001 0.503 3.354 -0.05
C 0.264 -0.414 2.636 -0.05
C -0.436 0.102 1.612 -0.07
H 2.284 -0.981 -2.225 0.14
H 1.396 -3.283 -2.468 0.09
H -0.975 -3.779 -2.171 0.11
H -2.583 -1.988 -1.922 0.11
H -2.167 1.330 -2.117 -0.06
H -1.185 3.016 -0.098 0.10
H 0.716 3.224 1.308 0.11
H 2.103 2.210 3.340 0.09
H 1.315 0.250 4.289 0.07
H 0.262 -1.378 2.883 0.07
H -1.025 -0.513 0.932 0.08
```

For the LUMO energy (spin up / spin down), the calculation gives -1.091 / -0.762 eV. The SMILES is [H]/N=C1\C=CC=CC1=[PH]=Cc1ccccc1. For the HOMO-LUMO gap (spin up / spin down), the calculation gives 6.04 / 7.25 eV. Its HOMO energy (spin up / spin down) is -7.134 / -8.010 eV. Its max |F| is 3.96 eV/A. The energy above the lowest of the compared OMol25 structures with the same formula, charge and spin is 73.1 kcal/mol.